1.
C5H5NO in the gas phase at a distorted geometry, computed with the ωB97M-V functional and the def2-TZVPD basis.

Structure (XYZ):
```
12
Properties=species:S:1:pos:R:3:forces:R:3
O -1.7473 -1.0612 1.8268 0.26 0.13 -0.47
C -1.0531 -0.9092 0.8508 -0.20 0.01 0.33
C -0.5747 0.4385 0.3979 -0.18 0.01 0.04
C 0.8926 0.7544 0.4810 0.18 -0.01 0.09
C 0.2614 0.5435 -0.8667 0.02 0.04 -0.15
C 0.5736 -0.6889 -1.5590 0.14 -0.90 -0.39
N 0.8001 -1.7156 -2.0440 -0.17 1.06 0.39
H -0.7351 -1.7706 0.2279 0.02 0.08 0.18
H -1.2629 1.2533 0.6069 0.11 -0.16 -0.04
H 1.5651 -0.0178 0.8415 -0.11 0.09 -0.07
H 1.1715 1.7687 0.7473 -0.07 -0.18 -0.04
H 0.1089 1.4049 -1.5104 0.00 -0.17 0.13
```
Positions in Å, forces in eV/Å.

The HOMO energy comes out at -10.23 eV. As for the relative energy (zero: lowest compared OMol25 entry of this formula, charge and spin): 135.3 kJ/mol. Its largest force on an atom is 1.143 eV Å⁻¹. The calculated total energy is -323.46815 Eh. As for the total charge: 0. The multiplicity is 1.

natural (NBO) atomic charge list, values in e, 8 entries: -0.50 0.43 -0.31 -0.36 -0.34 0.27 -0.31 0.13

2.
C6H15N in the gas phase at a distorted geometry, computed with the ωB97M-V functional and the def2-TZVPD basis.

Structure (XYZ):
```
22
Properties=species:S:1:pos:R:3:forces:R:3
C -2.1322 0.5543 0.3079 -0.25 0.00 0.23
C -0.6611 0.5828 0.7644 -0.92 -0.19 -0.52
C -0.0149 -0.7869 0.6208 0.61 -0.11 -0.01
C 0.1424 -1.2745 -0.8236 -0.15 0.31 0.09
C 0.9356 -0.3448 -1.7568 -0.01 -0.25 0.40
C 2.2600 0.1070 -1.1633 -0.07 0.42 -0.21
N -0.4956 1.0806 2.1078 0.62 0.18 0.49
H -2.2674 0.2655 -0.7352 0.13 -0.09 -0.02
H -2.7221 -0.1282 0.9314 0.13 -0.06 -0.07
H -2.5962 1.5358 0.4184 0.12 0.11 0.02
H -0.1688 1.2746 0.0799 0.31 0.12 0.16
H 0.9642 -0.7628 1.1102 -0.04 0.13 -0.05
H -0.5840 -1.5351 1.1763 -0.21 0.01 0.07
H 0.6366 -2.2477 -0.8095 -0.09 -0.09 0.02
H -0.8642 -1.4062 -1.2229 0.04 -0.25 -0.24
H 1.1474 -0.8963 -2.6762 -0.23 0.18 -0.12
H 0.3403 0.5418 -1.9915 -0.02 -0.10 -0.20
H 2.0954 0.7383 -0.2924 0.08 -0.06 0.19
H 2.7953 0.7248 -1.8886 0.12 -0.13 0.03
H 2.8854 -0.7365 -0.8830 0.11 -0.07 0.07
H -0.9469 0.5472 2.8406 -0.11 -0.05 -0.28
H -0.7116 2.0586 2.2150 -0.17 0.03 -0.04
```
Positions in Å, forces in eV/Å.

The HOMO energy comes out at -9.00 eV. As for the relative energy (zero: lowest compared OMol25 entry of this formula, charge and spin): 18.8 kJ/mol. Its largest force on an atom is 1.075 eV Å⁻¹. The calculated total energy is -292.36186 Eh. As for the total charge: 0. The multiplicity is 1.

natural (NBO) atomic charge list, values in e, 8 entries: -0.62 -0.05 -0.41 -0.39 -0.40 -0.61 -0.85 0.20

3.
A molecular structure, C26H25Br2F6N2O5PdS2Te at a distorted geometry, computed with the ωB97M-V functional and the def2-TZVPD basis.

Structure (XYZ):
```
70
Properties=species:S:1:pos:R:3:forces:R:3
Pd 1.4883 0.6364 2.0938 0.97 -0.18 0.37
Br 2.5330 0.7016 4.6349 -0.12 -0.06 -0.22
C 3.1292 2.5253 4.3976 0.03 0.10 -0.03
Br 2.2065 3.3558 2.9208 -0.12 0.01 -0.03
H 4.1879 2.5069 4.1738 0.00 0.00 0.00
H 2.8928 3.0753 5.2994 0.02 0.00 0.01
F 5.9279 -2.1355 1.1595 0.00 -0.01 0.04
C 5.4334 -1.0810 1.7592 -0.05 0.04 -0.11
F 5.2203 -1.3206 3.0391 -0.02 0.03 0.05
F 6.2311 -0.0382 1.6163 0.03 -0.01 -0.01
S 3.8061 -0.6391 0.9368 -0.26 -0.20 0.31
O 3.5568 0.7773 1.2679 -0.08 -0.01 -0.04
O 3.8898 -1.0150 -0.4332 -0.02 0.03 0.03
N 2.6266 -1.3353 1.7907 -0.01 0.18 -0.14
S 2.2106 -2.8950 1.4834 -0.15 0.07 0.01
O 1.5007 -2.9880 0.2323 0.01 0.00 0.17
O 3.2807 -3.7780 1.7797 0.08 0.09 -0.07
C 0.9091 -3.0976 2.8257 0.00 -0.08 -0.07
F -0.2968 -3.0620 2.2628 0.02 0.03 0.02
F 0.9753 -2.1135 3.7269 0.03 -0.01 0.04
F 1.1022 -4.2535 3.4115 -0.05 0.03 0.01
C 0.6619 -1.4003 -6.8609 -0.02 0.02 0.02
C 0.6204 -1.1951 -5.3743 -0.01 -0.01 -0.02
C 1.2282 -0.0881 -4.7911 0.09 0.06 0.08
C 1.2302 0.1217 -3.4155 -0.08 -0.05 -0.32
C 1.9195 1.3348 -2.8558 -0.01 0.01 0.01
C 0.5615 -0.8425 -2.6673 0.04 -0.15 0.61
Te 0.4342 -0.4708 -0.5718 0.39 0.46 -0.96
N -1.1377 -0.2037 1.3497 -0.62 -0.18 0.73
C -1.4023 0.5713 2.4605 -0.03 0.14 -0.09
O -0.4126 1.1486 2.9739 0.00 -0.40 -0.15
C -2.7527 0.6489 2.9490 0.01 0.07 0.01
C -3.7684 -0.0817 2.3097 -0.04 -0.04 -0.03
C -5.0616 -0.0051 2.7827 0.02 0.01 0.01
C -5.3407 0.7973 3.8854 -0.03 -0.01 -0.01
C -4.3356 1.5231 4.5251 0.04 0.01 0.01
C -3.0397 1.4508 4.0645 -0.02 0.01 0.03
C -0.7076 1.2907 -0.6538 -0.31 0.16 -0.08
C -0.0894 2.4812 -0.2403 0.08 -0.21 -0.04
C -0.7973 3.6611 -0.2238 -0.16 0.10 -0.03
C -2.1382 3.6598 -0.6189 0.12 0.01 0.03
C -2.7444 2.4907 -1.0407 -0.03 0.02 0.05
C -2.0550 1.2789 -1.0655 0.18 0.01 0.05
C -2.7652 0.0484 -1.5428 -0.05 -0.01 -0.08
C -0.0347 -1.9950 -3.1681 0.05 -0.03 -0.28
C -0.6847 -3.0735 -2.3494 -0.04 0.03 0.09
C 0.0034 -2.1334 -4.5527 0.00 -0.03 0.06
H 0.9782 -0.4976 -7.3789 0.00 0.00 0.00
H -0.3164 -1.6936 -7.2406 0.00 -0.01 0.00
H 1.3642 -2.1970 -7.1114 0.00 -0.01 0.00
H 1.7373 0.6339 -5.4198 0.00 -0.01 -0.01
H 2.8449 1.5173 -3.3996 -0.01 0.02 -0.02
H 2.2028 1.2283 -1.8045 0.01 -0.04 0.01
H 1.2886 2.2204 -2.9541 0.01 0.00 0.03
H -3.5351 -0.7153 1.4625 0.01 0.01 0.00
H -5.8524 -0.5690 2.3085 0.00 0.00 0.00
H -6.3553 0.8556 4.2574 0.00 0.00 0.00
H -4.5756 2.1364 5.3822 0.00 0.00 0.00
H -2.2436 2.0006 4.5481 0.00 0.00 -0.01
H 0.9671 2.4861 0.0154 0.00 0.01 0.03
H -0.3209 4.5864 0.0711 0.02 -0.01 0.01
H -2.7021 4.5829 -0.6021 0.00 0.00 -0.02
H -3.7813 2.5102 -1.3536 0.00 -0.01 0.00
H -3.7824 0.0199 -1.1512 0.00 -0.01 -0.03
H -2.2715 -0.8815 -1.2604 0.04 -0.02 0.06
H -2.8361 0.0578 -2.6333 0.00 -0.01 0.01
H -0.5853 -2.9295 -1.2696 0.01 0.04 -0.03
H -0.2272 -4.0371 -2.5717 -0.01 0.00 -0.01
H -1.7472 -3.1477 -2.5856 0.00 -0.01 0.00
H -0.4535 -3.0116 -4.9953 0.01 0.01 -0.01
```
Positions in Å, forces in eV/Å.

Its expectation value of S² is 8.79. The HOMO energy (spin up / spin down) comes out at -14.21 / -14.19 eV. As for the relative energy (zero: lowest compared OMol25 entry of this formula, charge and spin): 0.0 kJ/mol. Its largest force on an atom is 1.139 eV Å⁻¹. The calculated total energy is -8430.16736 Eh. As for the total charge: +2. The multiplicity is 6.

natural (NBO) atomic charge list, values in e, 8 entries: 1.09 0.19 -0.52 0.12 0.26 0.26 -0.27 0.79

4.
C5H7NO in the gas phase, computed with the ωB97M-V functional and the def2-TZVPD basis.

Structure (XYZ):
```
14
Properties=species:S:1:pos:R:3:forces:R:3
C 1.7871 0.5691 -0.3853 0.03 -0.04 0.06
C 0.2799 0.3969 -0.2883 0.05 0.00 -0.02
C -0.3694 -0.8476 -0.8463 -0.15 -0.04 -0.06
C -1.4854 -1.0851 -0.1537 0.11 0.03 -0.11
N -1.6111 -0.1627 0.9029 0.02 -0.07 0.21
C -0.4002 0.5046 1.0802 0.10 0.20 0.19
O -0.0235 1.0503 2.0920 -0.25 -0.07 -0.50
H 2.0718 0.6007 -1.4456 -0.01 -0.01 0.27
H 2.3416 -0.2424 0.0926 -0.13 0.05 0.00
H 2.0906 1.5120 0.0805 -0.04 -0.17 -0.06
H -0.1721 1.2571 -0.8155 0.00 -0.12 -0.01
H 0.0024 -1.4305 -1.6740 -0.10 0.13 -0.10
H -2.2524 -1.8391 -0.3029 0.24 0.14 0.05
H -2.2594 -0.2833 1.6633 0.13 -0.04 0.08
```
Positions in Å, forces in eV/Å.

The HOMO energy comes out at -8.68 eV. As for the relative energy (zero: lowest compared OMol25 entry of this formula, charge and spin): 27.1 kJ/mol. Its largest force on an atom is 0.565 eV Å⁻¹. The calculated total energy is -324.71414 Eh. As for the total charge: 0. The multiplicity is 1.

natural (NBO) atomic charge list, values in e, 8 entries: -0.60 -0.35 -0.26 -0.01 -0.64 0.70 -0.58 0.21

5.
C2H2N4 in the gas phase at a distorted geometry, computed with the ωB97M-V functional and the def2-TZVPD basis.

Structure (XYZ):
```
8
Properties=species:S:1:pos:R:3:forces:R:3
C -0.3894 -1.2742 0.0118 -0.13 -0.48 -0.17
C -0.4523 1.0667 0.1553 -0.23 -0.58 0.47
N -1.5166 -0.9624 0.3912 -0.87 0.45 0.58
N -1.5082 0.5079 0.1771 -3.21 -0.50 -0.40
N 0.7716 -1.2988 -0.2212 1.90 -1.11 0.29
N 0.7106 1.2951 -0.0082 2.83 4.19 0.23
H 1.3212 -1.4809 -1.0355 -0.23 -0.08 -0.42
H 1.0631 2.1466 0.5295 -0.07 -1.90 -0.57
```
Positions in Å, forces in eV/Å.

The HOMO energy comes out at -9.24 eV. As for the relative energy (zero: lowest compared OMol25 entry of this formula, charge and spin): 334.5 kJ/mol. Its largest force on an atom is 5.058 eV Å⁻¹. The calculated total energy is -296.29747 Eh. As for the total charge: 0. The multiplicity is 1.

Atom-resolved charges from natural (NBO), all expressed in e: 0.60 0.60 -0.35 -0.36 -0.64 -0.68 0.42 0.41

6.
A gas-phase ion, C4H9N2 (charge +1) at a distorted geometry, computed with the ωB97M-V functional and the def2-TZVPD basis.

Structure (XYZ):
```
15
Properties=species:S:1:pos:R:3:forces:R:3
C -0.6774 0.3905 -0.4027 1.27 -1.63 2.80
C -0.7402 -1.5985 0.2393 -0.68 2.21 -0.12
C 0.1099 -0.3850 0.7492 0.01 0.21 -3.42
C -0.7060 1.7762 -0.8340 0.29 -1.27 -3.32
N -1.4206 -0.5900 -0.6739 -0.62 -1.83 -1.23
N 1.6163 -0.4220 0.4277 0.06 0.15 1.04
H -0.2727 -2.4697 -0.1881 0.48 0.09 -0.65
H -1.4868 -1.9815 0.9019 -0.24 -0.10 0.87
H -0.0973 0.0311 1.6900 0.27 0.17 1.57
H -1.1601 2.4077 -0.1762 -1.23 1.70 2.08
H -1.3100 1.7836 -1.7813 0.61 0.19 0.74
H 0.2904 2.1392 -1.0481 0.27 0.21 -0.14
H 1.9306 0.5556 0.5154 0.14 -0.32 -0.02
H 1.7636 -0.6677 -0.5938 0.04 -0.30 1.66
H 2.1605 -0.9696 1.1747 -0.67 0.52 -1.85
```
Positions in Å, forces in eV/Å.

The HOMO energy comes out at -13.97 eV. As for the relative energy (zero: lowest compared OMol25 entry of this formula, charge and spin): 269.4 kJ/mol. Its largest force on an atom is 3.562 eV Å⁻¹. The calculated total energy is -266.99667 Eh. As for the total charge: +1. The multiplicity is 1.

natural (NBO) atomic charge list, values in e, 8 entries: 0.26 -0.27 -0.12 -0.69 -0.31 -0.70 0.23 0.24

7.
A molecular structure, C14H5Br4FN9O2Pd at a distorted geometry, computed with the ωB97M-V functional and the def2-TZVPD basis.

Structure (XYZ):
```
36
Properties=species:S:1:pos:R:3:forces:R:3
Pd -0.1686 -0.0068 -0.0350 2.34 0.27 0.16
N -0.5927 -3.4130 0.4483 0.10 0.00 -0.01
C -1.1075 -2.8478 -0.6946 -0.09 0.02 0.06
N -1.8772 -3.5060 -1.5354 -0.02 -0.05 -0.16
N -2.1859 -2.5990 -2.4950 0.11 -0.03 0.10
N -1.6396 -1.4679 -2.2467 0.01 -0.04 0.09
N -0.9138 -1.5923 -1.1024 -0.70 0.65 0.19
C 0.1070 -2.7478 1.4248 -0.15 -0.13 -0.02
N 0.4075 -3.2675 2.5994 0.06 0.01 0.10
N 1.0655 -2.2752 3.2462 -0.02 0.03 -0.17
N 1.1505 -1.2258 2.5059 0.05 -0.02 -0.05
N 0.5672 -1.5063 1.3162 -0.17 0.35 0.00
H -0.9010 -4.3436 0.6674 -0.02 -0.02 -0.01
Br 6.7806 1.2158 -0.2360 0.04 -0.01 0.01
C 4.9282 1.2996 0.0613 -0.10 0.33 0.37
C 4.4119 2.2276 1.0586 0.28 -0.24 -0.30
Br 5.6147 3.2952 2.0292 0.03 0.02 0.01
C 3.0795 2.3141 1.3008 -0.41 -0.18 0.05
Br 2.3347 3.4338 2.6065 -0.01 0.01 -0.03
C 2.1450 1.5236 0.5392 0.96 0.00 0.08
O 0.9034 1.6049 0.6835 -1.28 -0.10 -0.16
C 2.6578 0.5828 -0.4482 0.34 0.53 0.26
O 1.8271 -0.1001 -1.0635 -0.56 -0.70 -0.24
C 4.0905 0.4967 -0.6399 -0.27 -0.11 -0.10
Br 4.6731 -0.7784 -1.8818 -0.04 0.02 -0.04
F -5.4769 1.3037 2.4922 -0.02 -0.01 0.00
C -4.2585 1.0525 1.9527 -0.01 -0.03 -0.01
C -3.9614 1.5847 0.7158 0.07 0.13 0.04
C -2.7104 1.3255 0.1658 -0.06 0.19 0.06
C -1.7969 0.5637 0.8718 -0.38 -0.97 -0.45
C -2.1165 0.0227 2.1048 -0.05 0.12 0.23
C -3.3677 0.2716 2.6590 0.08 0.12 0.05
H -4.6934 2.1894 0.1974 -0.01 -0.02 0.00
H -2.4599 1.7327 -0.8051 -0.04 -0.10 -0.07
H -1.3975 -0.5729 2.6525 -0.05 -0.05 -0.03
H -3.6462 -0.1293 3.6243 0.00 0.00 -0.01
```
Positions in Å, forces in eV/Å.

The HOMO energy (spin up / spin down) comes out at -5.29 / -5.29 eV. As for the relative energy (zero: lowest compared OMol25 entry of this formula, charge and spin): 50.4 kJ/mol. Its largest force on an atom is 2.361 eV Å⁻¹. The calculated total energy is -11703.56785 Eh. As for the total charge: -1. The multiplicity is 1.

natural (NBO) atomic charge list, values in e, 8 entries: 1.11 -0.59 0.45 -0.39 -0.10 -0.12 -0.44 0.44